ORCA calculation (ωB97M-V/def2-TZVPD) on a cluster of 2 separate species, C10H10N2O2S in total at a distorted geometry.

Geometry as XYZ:
```
25
Properties=species:S:1:pos:R:3:forces:R:3:nbo_charge:R:1
C -2.447 -0.189 1.081 1.91 -3.49 -1.32 -0.006
C -2.440 1.777 2.059 0.31 -0.51 -2.21 0.133
C -1.294 0.477 0.765 -0.67 1.06 0.93 -0.014
C 1.340 -1.578 -1.024 0.04 -1.96 -1.85 0.504
C -0.786 -0.298 -2.583 -0.56 -0.77 -0.08 -0.189
C 2.546 -0.725 -1.074 -0.51 1.71 0.09 -0.500
C 2.402 0.437 -0.096 -0.93 -0.68 1.38 -0.395
C 0.986 1.104 -0.008 1.14 -1.34 -0.59 -0.432
C -0.080 0.046 0.217 2.08 -1.00 -1.96 0.038
C 0.160 -1.220 -0.300 -2.96 0.82 1.70 0.187
N -1.355 1.746 1.334 0.02 -0.41 0.54 -0.423
N -3.169 0.602 1.805 -1.91 2.69 3.16 -0.506
O 1.345 -2.644 -1.649 -0.17 0.36 0.56 -0.580
O -0.897 -2.173 -0.204 1.22 2.82 0.85 -0.696
S -0.253 1.017 -3.113 0.25 0.85 -0.61 0.148
H -2.597 -1.281 1.038 -0.25 1.00 -0.39 0.254
H -2.721 2.718 2.481 -0.86 -0.14 0.60 0.212
H 3.279 -1.369 -0.684 1.30 -0.85 0.34 0.239
H 2.888 -0.475 -2.075 -0.52 0.00 -0.29 0.238
H 2.781 -0.070 0.808 -0.92 0.72 0.52 0.201
H 3.026 1.267 -0.170 1.67 1.09 -0.92 0.213
H 0.964 1.965 0.666 -0.11 -0.58 0.20 0.254
H 0.875 1.552 -1.020 -0.34 -0.15 0.51 0.205
H -3.963 0.281 2.338 -0.04 0.23 -0.13 0.417
H -0.590 -2.965 -0.593 0.81 -1.50 -1.03 0.499
```
Forces are in eV/Å.

Computed properties:
- calculated total energy (a.u.) = -1045.1212
- highest occupied orbital energy (eV) = -7.894
- gap between HOMO and LUMO (eV) = 7.83
- energy relative to the best compared isomer or geometry (same formula, charge and spin) (kcal/mol) = 65.75
- strongest force on any atom (eV/A) = 4.57

***

ORCA calculation (ωB97M-V/def2-TZVPD) on the molecule C10H10N4O at a distorted geometry.

Geometry as XYZ:
```
25
Properties=species:S:1:pos:R:3:forces:R:3:nbo_charge:R:1
N 4.883 0.350 0.660 -1.72 -2.05 0.64 -0.326
C 4.111 -0.498 0.897 2.01 2.13 -0.77 0.291
C 3.052 -1.459 1.149 -0.17 -0.06 -0.32 -0.535
C 2.171 -1.044 2.302 -0.61 0.76 0.82 -0.203
N 1.589 0.287 2.145 -1.52 -0.73 -1.46 -0.287
N 2.371 1.368 2.659 -0.65 1.10 0.03 -0.655
C 0.501 0.546 1.262 1.34 2.62 0.81 0.655
N 0.128 1.804 1.082 0.89 -1.77 0.23 -0.529
C -0.787 1.717 0.057 -0.82 1.21 -0.07 0.068
C -1.536 2.761 -0.511 0.01 -0.38 -0.15 -0.199
C -2.508 2.435 -1.458 0.16 -0.46 0.44 -0.222
C -2.677 1.079 -1.791 0.33 -0.25 -0.39 -0.220
C -1.868 0.052 -1.288 -0.81 -0.03 0.39 -0.248
C -0.970 0.397 -0.301 -0.88 0.85 -0.84 0.226
O -0.192 -0.375 0.493 2.00 -0.61 1.27 -0.431
H 2.440 -1.515 0.262 -0.22 0.07 -0.49 0.256
H 3.429 -2.459 1.287 0.41 -0.33 0.23 0.256
H 2.731 -0.998 3.235 0.05 -0.05 -0.02 0.232
H 1.377 -1.779 2.438 -0.06 0.01 -0.11 0.219
H 1.797 2.256 2.670 0.66 -1.67 -0.15 0.400
H 3.222 1.548 2.101 -0.86 -0.25 -0.10 0.370
H -1.349 3.778 -0.181 -0.09 -0.11 -0.07 0.223
H -3.169 3.199 -1.884 0.39 -0.36 0.15 0.221
H -3.435 0.750 -2.493 -0.03 0.34 -0.07 0.214
H -2.083 -0.973 -1.563 0.18 0.01 -0.01 0.224
```
Forces are in eV/Å.

Computed properties:
- calculated total energy (a.u.) = -681.2780
- highest occupied orbital energy (eV) = -7.996
- gap between HOMO and LUMO (eV) = 8.59
- energy relative to the best compared isomer or geometry (same formula, charge and spin) (kcal/mol) = 50.69
- strongest force on any atom (eV/A) = 3.05
- SMILES = N#CCCN(N)c1nc2ccccc2o1

***

ORCA calculation (ωB97M-V/def2-TZVPD) on a structure of composition C10H10NO2 at a distorted geometry.

Geometry as XYZ:
```
23
Properties=species:S:1:pos:R:3:forces:R:3:lowdin_spin:R:1
C -2.482 1.268 -0.378 3.04 -2.03 0.66 0.059
C -1.318 1.917 0.159 -1.60 3.27 -1.05 0.167
C -2.431 -0.139 -0.430 -2.41 1.67 -0.09 0.241
C -0.390 1.254 0.843 4.49 -1.10 1.80 0.117
C 1.628 -0.795 0.458 -3.93 0.69 0.10 0.624
C 1.423 -1.313 1.779 -1.56 0.76 0.75 0.082
C 2.407 -0.568 -0.664 0.61 0.83 -0.56 0.121
C -1.229 -0.881 -0.115 1.48 -2.73 -0.83 0.064
C -0.258 -0.170 0.777 1.16 0.05 1.03 0.052
C 1.666 0.145 -1.789 -0.60 -1.32 0.70 0.012
N 0.112 -0.828 2.017 2.22 -1.08 -0.50 0.080
O 3.587 -0.862 -0.715 1.61 -0.35 -0.50 0.241
O 2.107 -1.959 2.524 0.78 -0.88 0.90 0.058
H -3.161 1.873 -0.867 -1.76 0.78 -0.84 0.001
H -1.090 3.041 0.151 -1.17 -1.48 -0.35 0.008
H -3.217 -0.726 -0.921 0.04 0.43 0.23 0.014
H 0.583 1.781 1.283 -2.34 -0.89 -0.70 0.001
H -1.370 -2.039 0.197 0.15 2.65 -0.50 0.010
H -0.672 -0.932 -1.098 -0.30 -0.49 0.44 0.032
H 0.985 -0.669 -2.124 -0.47 0.97 0.30 0.006
H 2.225 0.317 -2.677 1.04 0.60 -0.37 0.002
H 1.187 1.036 -1.343 -0.25 -0.57 -0.65 0.003
H -0.293 -0.752 2.933 -0.23 0.20 0.04 0.005
```
Forces are in eV/Å.

Computed properties:
- calculated total energy (a.u.) = -592.1227
- highest occupied orbital energy (alpha / beta) (eV) = -1.124 / -3.433
- gap between HOMO and LUMO (alpha / beta) (eV) = 4.86 / 5.56
- spin multiplicity = 3
- charge = -1
- strongest force on any atom (eV/A) = 4.96
- expectation value of S² = 2.05

***

ORCA calculation (ωB97M-V/def2-TZVPD) on a cluster of 2 separate species, C10H10NO3S in total at a distorted geometry.

Geometry as XYZ:
```
25
Properties=species:S:1:pos:R:3:forces:R:3:nbo_charge:R:1
C 2.895 0.606 -1.935 0.10 0.70 0.70 -0.284
C 3.470 -0.435 -1.273 -0.42 -0.96 0.83 -0.219
C 1.709 1.149 -1.485 -2.04 0.54 -1.09 -0.226
C 2.809 -0.992 -0.165 -0.11 1.36 -2.05 -0.313
C 1.033 0.571 -0.416 1.01 -0.14 0.51 -0.299
C 1.608 -0.516 0.254 -1.73 0.60 1.71 -0.183
C 0.115 -0.847 2.747 -1.22 1.75 -2.84 0.130
C -1.865 0.385 1.995 -0.49 -0.91 -0.52 0.877
C -2.807 0.168 -1.464 -2.75 0.73 2.62 -0.609
C -3.040 0.346 0.012 0.50 1.16 -0.76 -0.055
N -0.788 0.013 2.723 2.26 -1.24 0.85 -0.576
O -2.642 1.210 2.374 -0.78 1.08 0.68 -0.618
O 1.166 -2.782 3.931 0.08 -0.88 1.08 -1.026
O -2.043 -0.226 0.793 1.64 -1.40 0.86 -0.497
S 1.288 -1.954 2.710 0.07 0.33 -0.33 1.016
H 3.481 1.214 -2.556 0.62 0.35 -1.58 0.188
H 4.381 -0.878 -1.615 0.68 0.00 -0.10 0.184
H 1.203 1.913 -2.152 0.73 -0.43 1.16 0.181
H 3.264 -1.783 0.298 1.12 -2.11 1.36 0.179
H 0.187 1.043 0.063 -0.50 0.12 -0.42 0.185
H -2.413 -0.722 -1.627 2.60 -3.85 -1.05 0.217
H -3.747 0.106 -1.923 -1.60 0.21 -0.80 0.192
H -2.337 0.990 -1.802 2.17 2.28 -1.59 0.207
H -4.006 0.042 0.298 -1.19 -0.57 0.66 0.164
H -2.922 1.378 0.214 -0.74 1.30 0.13 0.186
```
Forces are in eV/Å.

Computed properties:
- calculated total energy (a.u.) = -1065.5808
- highest occupied orbital energy (alpha / beta) (eV) = -3.332 / -3.301
- gap between HOMO and LUMO (alpha / beta) (eV) = 6.48 / 6.44
- charge = -1
- energy relative to the best compared isomer or geometry (same formula, charge and spin) (kcal/mol) = 117.22
- strongest force on any atom (eV/A) = 4.76

***

ORCA calculation (ωB97M-V/def2-TZVPD) on the ion C10H10NS2 with charge +1 at a distorted geometry.

Geometry as XYZ:
```
23
Properties=species:S:1:pos:R:3:forces:R:3:nbo_charge:R:1
N 1.662 2.047 0.172 -1.56 -0.35 -0.34 -0.778
C 1.177 0.495 -0.254 2.06 2.45 0.53 0.073
S 1.938 0.178 -1.859 0.01 -0.58 0.77 0.184
C 2.214 -0.501 -0.113 -0.52 -2.33 -0.34 -0.290
C 1.681 -1.916 0.261 -1.53 0.76 -0.60 -0.321
S 1.196 -1.982 1.983 0.24 0.20 0.04 0.189
C 0.148 -2.054 0.455 1.43 0.85 1.09 -0.296
C -0.777 -0.940 0.186 0.96 0.75 0.25 0.019
C -2.161 -1.154 0.168 0.86 -0.54 1.31 -0.183
C -2.983 -0.108 -0.060 -1.04 2.05 -1.39 -0.149
C -2.467 1.169 -0.437 -1.78 -0.50 -1.15 -0.205
C -1.156 1.373 -0.502 4.56 0.68 1.32 -0.156
C -0.253 0.324 -0.029 -1.86 1.03 -1.59 -0.151
H 1.644 2.362 1.152 0.49 -1.02 0.18 0.436
H 0.707 2.489 -0.109 2.75 0.09 -0.51 0.454
H 2.622 2.292 -0.267 -2.49 -0.17 0.32 0.474
H 3.231 -0.412 0.272 -0.40 0.78 -0.03 0.277
H 2.196 -2.731 -0.223 0.17 -0.21 0.25 0.260
H -0.354 -2.981 0.573 0.08 -1.08 -0.93 0.263
H -2.450 -2.126 0.553 -0.58 0.00 -0.53 0.237
H -4.063 -0.099 -0.188 0.13 -0.88 0.57 0.244
H -3.115 1.882 -0.954 -0.12 -0.06 0.78 0.242
H -0.637 2.395 -0.781 -1.84 -1.92 0.00 0.177
```
Forces are in eV/Å.

Computed properties:
- calculated total energy (a.u.) = -1237.8503
- highest occupied orbital energy (eV) = -12.404
- gap between HOMO and LUMO (eV) = 8.80
- charge = +1
- energy relative to the best compared isomer or geometry (same formula, charge and spin) (kcal/mol) = 43.55
- strongest force on any atom (eV/A) = 4.79
- SMILES = [NH3+][C@@]12S[C@@H]1[C@H]1S[C@H]1c1ccccc12